No. 1
Density functional theory data (the ωB97M-V functional and the def2-TZVPD basis) for the molecule C8H6O2 at a distorted geometry.

Summary:
E_tot (hartree): -458.875324
Net charge: 0
Molecular weight (g/mol): 134.1
SMILES: O=Cc1ccccc1C=O
Lowest unoccupied orbital energy (hartree): -0.02095
Energy relative to the best compared isomer or geometry (same formula, charge and spin) (kcal per mole): 35.8

Positions of all 16 atoms, in Å:
C1 1.64324 1.65195 0.28558
C2 0.56063 0.55182 0.28845
C3 0.75068 -0.35653 1.31563
C4 0.13445 -1.60200 1.32297
C5 -0.88627 -1.83037 0.33527
C6 -1.11092 -0.85325 -0.61918
C7 -0.39242 0.34577 -0.74666
C8 -0.83780 1.17811 -1.89443
H1 2.14828 1.63903 1.32279
H2 1.42167 -0.23116 2.18140
H3 0.16237 -2.24348 2.17740
H4 -1.53490 -2.70737 0.49845
H5 -1.84274 -1.01703 -1.40073
H6 -1.82363 0.88840 -2.24061
O1 1.84097 2.46972 -0.55012
O2 -0.23361 2.11640 -2.27621

Atomic forces in eV per Å
C -1.52 -0.48 2.02
C 1.42 1.39 -1.29
C 0.31 -1.54 0.70
C -2.77 0.92 -1.54
C 1.13 0.01 1.89
C -0.17 -0.05 -0.75
C 0.06 -2.04 1.75
C 0.57 -0.28 1.81
H 0.04 0.16 -1.18
H -0.05 0.69 -0.82
H 0.48 -0.44 0.22
H 0.43 0.47 -0.67
H -0.33 -0.21 0.17
H -0.58 -0.21 -0.65
O 0.58 0.17 -0.32
O 0.40 1.43 -1.35

natural (NBO) population analysis, charges in e, atoms 1 to 8: 0.4334 -0.1120 -0.2041 -0.1782 -0.1973 -0.1741 -0.1306 0.4130

No. 2
Density functional theory data (the ωB97M-V functional and the def2-TZVPD basis) for a structure of composition C8H6O2 at a distorted geometry.

Summary:
E_tot (hartree): -458.716107
Net charge: 0
Molecular weight (g/mol): 134.1
Lowest unoccupied orbital energy (hartree): -0.04082
Energy relative to the best compared isomer or geometry (same formula, charge and spin) (kcal per mole): 135.8

Positions of all 16 atoms, in Å:
C1 2.04176 -1.09552 0.18111
C2 1.23111 0.02623 0.02936
C3 1.44956 1.47018 -0.21798
C4 0.22134 2.13410 -0.14980
C5 -1.08996 1.54397 0.20749
C6 -1.30988 0.30982 0.41662
C7 -2.64486 -0.54533 -0.07046
C8 -0.13520 -0.53499 0.30611
H1 1.39027 -2.16310 0.75518
H2 2.29593 1.99131 -0.28304
H3 0.24916 3.18902 -0.58348
H4 -1.90549 2.33938 0.17500
H5 -3.49351 0.33992 0.05914
H6 -0.34270 -1.67946 0.05737
O1 3.33857 -1.32103 -0.18281
O2 -2.93568 -1.66245 -0.36655

Atomic forces in eV per Å
C 8.32 -6.62 -0.68
C -4.05 0.70 1.19
C -6.48 -4.41 1.72
C -0.19 0.88 -0.64
C 1.07 8.79 -1.86
C 0.92 -10.13 -1.80
C -2.23 4.72 2.56
C 0.60 0.79 -1.84
H 2.40 3.23 -1.85
H 3.50 1.41 -0.77
H -0.41 -1.27 1.30
H 0.76 -1.30 -0.04
H 1.12 -2.03 -0.86
H 0.68 2.61 1.20
O -7.69 1.90 2.22
O 1.69 0.72 0.16

natural (NBO) population analysis, charges in e, atoms 1 to 8: 0.3780 -0.2138 -0.1226 -0.1926 -0.1638 -0.1790 0.4836 -0.0907

No. 3
Density functional theory data (the ωB97M-V functional and the def2-TZVPD basis) for the molecule C8H6O4S at a distorted geometry.

Summary:
E_tot (hartree): -1007.467402
Net charge: 0
Molecular weight (g/mol): 198.2
SMILES: O=C1C2=CCC=C[C@@H]2C(=O)S1(=O)=O
Lowest unoccupied orbital energy (hartree): -0.04257
Energy relative to the best compared isomer or geometry (same formula, charge and spin) (kcal per mole): 31.3

Positions of all 19 atoms, in Å:
C1 -2.25023 0.66061 -0.18783
C2 -1.16963 1.37641 -0.06521
C3 -0.90572 -1.44405 -0.24817
C4 0.17208 -0.70436 -0.00558
C5 1.57345 -1.37668 -0.12878
C6 1.42650 1.46307 -0.16082
C7 -2.17477 -0.87885 0.15445
C8 0.16631 0.80781 0.46925
O1 1.77335 -2.55296 -0.37550
O2 1.56217 2.56470 -0.54278
O3 3.82268 0.02564 -0.90967
O4 3.08376 0.32354 1.42100
S1 2.73925 0.15348 0.03319
H1 -3.18955 1.06010 -0.69567
H2 -1.04318 2.46804 -0.44961
H3 -0.82007 -2.45333 -0.72907
H4 -2.23440 -0.93149 1.26773
H5 -2.94051 -1.43736 -0.42955
H6 0.40851 0.87568 1.58261

Atomic forces in eV per Å
C -1.66 -1.57 -0.99
C 2.51 3.30 0.01
C 1.59 -0.32 -0.20
C 2.80 -0.57 0.51
C -2.15 -0.12 -0.94
C -1.46 -1.21 0.47
C -2.11 1.37 -0.58
C -0.36 -1.55 -0.56
O 0.39 2.94 0.76
O 0.42 0.48 -0.35
O -0.94 0.58 -0.08
O -0.42 0.17 0.42
S 2.18 -1.98 -0.30
H 1.40 -0.59 0.96
H -0.65 -1.99 0.86
H 0.00 1.01 0.80
H -0.54 -0.49 -0.78
H -0.14 0.56 1.15
H -0.85 -0.02 -1.15

natural (NBO) population analysis, charges in e, atoms 1 to 8: -0.1626 -0.2027 -0.0602 -0.1621 0.3735 0.4137 -0.5060 -0.4130

No. 4
Density functional theory data (the ωB97M-V functional and the def2-TZVPD basis) for the molecule C8H6S at a distorted geometry.

Summary:
E_tot (hartree): -706.362152
Net charge: 0
Molecular weight (g/mol): 134.2
Lowest unoccupied orbital energy (alpha / beta) (hartree): -0.03173 / -0.02278
Energy relative to the best compared isomer or geometry (same formula, charge and spin) (kcal per mole): 91.7

Positions of all 15 atoms, in Å:
C1 0.57481 0.58414 0.45749
C2 0.15743 -0.81175 0.91372
C3 -1.81801 0.35002 0.13620
C4 0.45434 0.90024 -0.95117
C5 -1.32423 -0.74892 0.66670
C6 0.94742 -1.78224 -1.17348
C7 -0.65880 1.31533 -0.09380
C8 1.03648 -1.73221 0.11704
S1 0.31125 -0.54446 -2.13262
H1 1.28028 1.40228 0.98442
H2 0.13554 -1.00723 1.95786
H3 -2.78228 0.57587 -0.24625
H4 1.02280 1.74014 -1.30813
H5 -0.84672 2.32790 -0.04228
H6 1.50969 -2.56911 0.71429

Atomic forces in eV per Å
C 1.38 4.10 2.36
C -0.42 0.67 -0.22
C 1.35 0.15 -0.37
C 0.29 -1.21 -2.17
C -0.33 0.06 -1.12
C 0.00 0.94 -1.47
C -1.38 -2.51 0.39
C -0.24 -3.02 2.69
S 0.00 0.62 0.07
H -1.25 -2.84 -0.61
H 1.24 0.05 1.07
H -0.78 -0.05 0.08
H 0.43 -0.14 -0.35
H -0.23 2.00 0.46
H -0.07 1.19 -0.81

natural (NBO) population analysis, charges in e, atoms 1 to 8: -0.1994 -0.3838 -0.3354 -0.3465 0.2126 -0.1074 -0.2520 -0.3198

No. 5
Density functional theory data (the ωB97M-V functional and the def2-TZVPD basis) for a cluster of 2 separate species, C8H7Br2F3N2O4S in total at a distorted geometry.

Summary:
E_tot (hartree): -6565.261754
Net charge: -2
Molecular weight (g/mol): 444.0
Lowest unoccupied orbital energy (hartree): 0.12772
Energy relative to the best compared isomer or geometry (same formula, charge and spin) (kcal per mole): 0.0

Positions of all 27 atoms, in Å:
N1 -2.93288 0.49132 -0.05807
C1 -2.41971 0.41305 -1.05191
C2 -1.45091 0.50342 -2.19342
C3 -0.02498 0.07705 -1.73788
C4 0.94852 0.61810 -2.78297
N2 1.81787 1.09266 -3.31209
C5 0.12171 -1.47186 -1.52904
C6 0.57182 -1.78606 -0.05022
C7 2.07076 -1.48281 0.20367
F1 2.66020 -0.74261 -0.77569
Br1 3.01813 -3.24895 0.15338
C8 2.38696 -0.83298 1.63177
F2 1.33091 -0.30234 2.21925
F3 2.98137 -1.73837 2.43976
Br2 3.67966 0.64975 1.39551
H1 -1.38609 1.57280 -2.49042
H2 -1.83390 -0.03637 -3.08102
H3 0.14396 0.55394 -0.74796
H4 -0.87701 -1.94761 -1.62465
H5 0.85625 -1.93688 -2.21262
H6 -0.13408 -1.28070 0.63703
H7 0.42784 -2.87641 0.06987
O1 -3.31577 1.58515 3.14525
S1 -2.39365 2.74302 2.98167
O2 -1.45835 2.47669 1.84125
O3 -1.60598 2.93234 4.23268
O4 -3.18269 3.97465 2.69685

Atomic forces in eV per Å
N -2.32 -0.23 3.26
C 3.07 0.07 -4.07
C -0.61 0.64 0.32
C -0.14 -0.27 -1.07
C -2.93 -1.82 3.89
N 2.50 1.37 -2.30
C 0.25 0.16 1.02
C -0.61 -0.27 -0.98
C -0.12 -0.64 0.58
F -0.74 -0.27 0.24
Br 0.00 0.32 -0.32
C 1.07 0.73 -0.59
F -0.03 -0.69 -0.15
F -0.70 0.47 0.18
Br -0.15 -0.31 0.21
H -0.20 -0.57 0.28
H 0.42 0.01 0.48
H 0.18 0.21 -0.83
H 0.64 0.25 -0.19
H -0.57 0.29 0.10
H 0.66 0.00 -0.15
H 0.08 0.67 0.22
O -0.02 -0.11 0.01
S -0.14 -0.05 0.15
O 0.25 -0.11 -0.27
O 0.16 0.02 0.07
O -0.01 0.12 -0.10

natural (NBO) population analysis, charges in e, atoms 1 to 8: -0.1593 0.1677 -0.4746 -0.3168 0.2982 -0.3449 -0.3863 -0.4958

No. 6
Density functional theory data (the ωB97M-V functional and the def2-TZVPD basis) for a structure of composition C8H7Br6NO2.

Summary:
E_tot (hartree): -15958.247835
Net charge: 0
Molecular weight (g/mol): 628.6
Lowest unoccupied orbital energy (hartree): -0.00731
Energy relative to the best compared isomer or geometry (same formula, charge and spin) (kcal per mole): 1.5

Positions of all 24 atoms, in Å:
C1 3.00534 -1.09293 -3.47874
C2 3.07945 -0.97026 -2.09431
C3 1.96965 -1.24725 -1.31863
C4 0.82466 -1.70530 -1.94055
C5 0.71248 -1.81720 -3.31081
C6 1.82413 -1.53042 -4.07775
N1 -0.34529 -2.02155 -1.11348
O1 -1.43639 -1.93233 -1.63988
O2 -0.14964 -2.36271 0.03417
H1 3.83121 -0.79139 -4.10846
H2 3.98103 -0.56935 -1.65085
H3 1.98866 -1.12748 -0.24601
H4 -0.22927 -2.10449 -3.75498
H5 1.80302 -1.64971 -5.15312
C7 -2.81622 2.87867 5.76251
Br1 -1.22527 3.92753 5.65412
Br2 -2.47344 1.16903 6.55647
Br3 -3.60756 2.65415 4.00415
H6 -3.55721 3.37123 6.37328
C8 -1.47940 1.46691 1.19304
Br4 -2.99736 0.35044 0.92755
Br5 -1.09350 2.50795 -0.37177
Br6 0.06134 0.44273 1.75015
H7 -1.67041 2.15371 2.00390

Atomic forces in eV per Å
C -0.41 -0.04 0.08
C 0.07 0.49 -0.47
C 0.13 -0.37 0.23
C 0.00 0.33 0.08
C -0.09 -0.10 -0.09
C 0.52 0.08 -0.13
N -0.10 -0.06 -0.03
O -0.10 -0.04 0.03
O 0.01 0.00 0.02
H 0.13 -0.16 0.08
H -0.02 -0.11 0.13
H -0.03 -0.05 0.03
H 0.03 -0.10 0.03
H -0.17 0.08 0.01
C -0.16 -0.30 -0.38
Br 0.07 0.19 0.07
Br 0.02 -0.12 0.11
Br -0.04 0.05 0.16
H 0.09 0.17 0.03
C 0.40 0.00 0.10
Br -0.21 -0.11 0.03
Br 0.05 0.08 -0.10
Br -0.02 0.06 0.03
H -0.16 0.02 -0.02

natural (NBO) population analysis, charges in e, atoms 1 to 8: -0.1815 -0.2069 -0.1890 0.0322 -0.1931 -0.2062 0.5286 -0.3774

> Which value of net charge does entry 3 give?

0